No. 1
Computed, not measured: a structure of composition C45H77B2Cl12N3O20 at a distorted geometry, with ωB97M-V with the def2-TZVPD basis set.

Values from the calculation:
Frontier orbital gap: 0.292 Ha
E_HOMO: -8.350 eV
Electronic energy: -9002.1337 Eh
Net charge: 0
2S+1: 1
Maximum force: 7.998 eV/A

```
159
Properties=species:S:1:pos:R:3:lowdin_charge:R:1
C -0.55480 -3.83256 -3.69683 -0.09
C -0.75580 -2.33484 -3.32090 -0.19
C -2.24882 -2.00269 -2.89668 -0.14
C -3.33054 -2.02797 -4.04266 -0.09
N -4.82764 -2.13552 -3.53429 -0.14
C -5.81464 -1.89925 -4.77942 -0.04
C -6.70194 -0.67516 -4.31867 -0.12
C -6.64716 -0.67609 -2.75964 -0.13
C -5.16852 -0.98689 -2.51485 -0.08
C -5.03175 -3.56967 -2.82395 -0.10
C -4.73336 -4.67147 -3.76914 -0.23
C -5.43281 -5.93377 -3.24657 -0.09
H -0.78489 -4.59253 -2.95011 0.07
H 0.43936 -3.93424 -4.13203 0.07
H -1.23419 -4.17812 -4.47600 0.05
H -0.45743 -1.72003 -4.17007 0.09
H -0.05083 -2.07779 -2.53030 0.09
H -2.22236 -0.94721 -2.62583 0.08
H -2.59920 -2.61323 -2.06447 0.09
H -3.07309 -2.83846 -4.72451 0.11
H -3.21138 -1.09990 -4.60176 0.13
H -6.41289 -2.78415 -4.99659 0.11
H -5.24746 -1.71916 -5.69264 0.12
H -7.75600 -0.58082 -4.57974 0.12
H -6.22988 0.25658 -4.63029 0.11
H -7.36208 -1.41944 -2.40690 0.12
H -6.90696 0.32711 -2.42170 0.10
H -4.81336 -1.26772 -1.52334 0.13
H -4.53053 -0.13792 -2.76045 0.11
H -6.09838 -3.55806 -2.59974 0.13
H -4.48180 -3.48321 -1.88683 0.12
H -3.65977 -4.83250 -3.67136 0.11
H -5.02950 -4.52881 -4.80839 0.12
H -5.51556 -6.01298 -2.16260 0.08
H -4.91430 -6.84704 -3.53845 0.08
H -6.45560 -6.10712 -3.58114 0.08
C -0.59317 0.84525 5.77686 -0.07
C -1.30278 0.25228 4.47602 -0.24
C -0.66740 0.67299 3.19147 -0.20
C 0.84896 0.35329 2.91439 -0.04
N 1.36219 0.96633 1.54292 -0.16
C 0.53345 0.32315 0.39413 -0.08
C 1.37846 0.45792 -0.86103 -0.15
C 2.85736 0.21634 -0.41198 -0.10
C 2.75724 0.37319 1.16504 -0.04
C 1.32789 2.49944 1.47314 -0.08
C 2.07654 3.13975 2.65615 -0.23
C 1.95534 4.62480 2.63458 -0.10
H 0.34289 0.30886 5.93232 0.06
H -1.28493 0.76268 6.61516 0.05
H -0.36389 1.89685 5.60462 0.06
H -2.31124 0.66326 4.42910 0.07
H -1.44028 -0.81337 4.65931 0.09
H -0.79446 1.73728 2.99340 0.10
H -1.26913 0.23480 2.39522 0.08
H 0.85474 -0.72913 2.78619 0.11
H 1.51023 0.68255 3.71590 0.12
H -0.41111 0.86703 0.38395 0.11
H 0.32887 -0.71296 0.66379 0.13
H 1.30380 1.46472 -1.27197 0.09
H 1.09563 -0.21694 -1.66890 0.09
H 3.67226 0.71395 -0.93776 0.10
H 2.99546 -0.84186 -0.63389 0.08
H 3.52494 0.94054 1.69119 0.12
H 2.66898 -0.59942 1.64912 0.10
H 0.27065 2.74603 1.37556 0.12
H 1.76701 2.72727 0.50187 0.12
H 3.12600 2.86369 2.75871 0.10
H 1.57199 2.78340 3.55423 0.10
H 2.39061 5.08552 1.74780 0.05
H 2.39687 4.89344 3.59427 0.04
H 0.88579 4.82330 2.70351 0.09
O -2.18616 -2.35673 2.20424 0.09
C -1.25799 -3.09690 1.82677 -0.36
O -0.00730 -3.09145 2.14502 0.23
B 0.85461 -3.95424 1.35447 -0.85
O -0.12478 -4.77553 0.58334 0.18
C -1.39687 -4.18517 0.69701 -0.26
O -2.45477 -4.52561 0.14011 0.08
O 1.77183 -4.87418 2.15386 0.23
C 3.01538 -4.51229 1.86291 -0.40
O 4.00940 -5.00831 2.34925 0.13
C 2.99184 -3.42181 0.76431 -0.35
O 1.71926 -3.22999 0.40483 0.21
O 3.98015 -2.90065 0.24646 0.11
O -1.44060 3.76820 -0.56984 0.11
C -2.30748 3.31729 -1.34699 -0.35
O -3.46802 3.89435 -1.62666 0.25
B -4.28776 3.16050 -2.57485 -0.85
O -3.39198 2.01478 -2.84835 0.20
C -2.19522 2.09395 -2.25038 -0.34
O -1.19591 1.40185 -2.30766 0.14
O -4.77741 3.90941 -3.73572 0.29
C -5.99561 3.88994 -3.83940 -0.46
O -6.61061 4.46143 -4.75301 0.11
C -6.60982 3.00748 -2.76339 -0.35
O -5.56321 2.62411 -2.04340 0.21
O -7.78996 2.65196 -2.70068 0.12
N 1.94116 0.02762 -7.13433 0.02
C 1.65481 0.44136 -5.87657 -0.18
C 2.10346 -0.38246 -4.88466 -0.11
C 2.75912 -1.39136 -5.60054 -0.11
C 2.54412 -1.16104 -6.96519 -0.15
H 1.77658 0.52093 -8.00016 0.16
H 1.14569 1.37549 -5.69060 0.11
H 2.05759 -0.27995 -3.81051 0.09
H 3.21811 -2.22139 -5.08403 0.09
H 2.79456 -1.69738 -7.86853 0.10
C -4.80294 -1.44109 6.26901 -2.08
Cl -3.33307 -2.42149 6.83104 0.47
Cl -4.54207 0.27463 6.30121 0.56
Cl -5.10358 -1.91681 4.66152 0.56
Cl -6.20372 -1.79593 7.24556 0.54
C 3.41277 5.75507 -1.92868 -2.13
Cl 3.20855 4.05831 -2.19967 0.50
Cl 4.93028 6.07729 -1.09812 0.55
Cl 3.24528 6.40999 -3.53125 0.56
Cl 2.04875 6.12751 -0.94471 0.56
C 4.84711 7.97603 4.42039 -1.98
Cl 4.16732 8.83044 5.77599 0.56
Cl 4.16466 8.40699 2.73207 0.45
Cl 6.56207 8.33098 4.38511 0.52
Cl 4.68932 6.20093 4.63064 0.50
C 7.01534 0.94923 2.56975 -0.08
C 6.85132 2.05569 3.63320 -0.30
O 5.47452 2.29793 3.88840 -0.11
H 6.52012 0.03187 2.88805 0.07
H 8.09603 0.83833 2.48086 0.08
H 6.55434 1.13488 1.59964 0.06
H 7.19050 3.00257 3.21309 0.11
H 7.35177 1.78859 4.56395 0.11
H 5.50373 3.07824 4.44684 0.06
C 7.50869 0.00773 -1.20953 -0.11
C 6.79464 -0.96016 -2.13613 -0.29
O 7.27675 -2.30723 -1.91468 -0.08
H 7.20142 1.05338 -1.19195 0.07
H 8.58173 0.08308 -1.38562 0.07
H 7.56124 -0.47683 -0.23457 0.06
H 6.88073 -0.67694 -3.18516 0.11
H 5.75296 -0.87870 -1.82571 0.09
H 6.99893 -2.59456 -1.04183 0.07
C -4.98014 2.33563 2.31388 -0.07
C -4.06765 1.38749 1.53122 -0.27
O -2.76722 1.97724 1.33224 -0.08
H -4.72258 3.34855 2.00445 0.07
H -4.55399 2.35785 3.31688 0.06
H -6.04026 2.10763 2.42466 0.08
H -4.50238 1.07163 0.58289 0.10
H -4.01676 0.53376 2.20698 0.10
H -2.75538 2.54631 0.55918 0.03
C 3.21963 -2.71498 6.11032 -0.06
C 4.13264 -2.09338 5.05001 -0.35
O 3.55028 -2.30980 3.84796 -0.08
H 2.25253 -2.21227 6.10062 0.06
H 3.64222 -2.38467 7.05922 0.07
H 3.05664 -3.78327 5.96783 0.08
H 5.15856 -2.45551 4.98326 0.12
H 4.21411 -1.00645 5.04197 0.11
H 3.98784 -3.06371 3.44577 0.06
```


No. 2
Computed, not measured: a cluster of 2 separate species, C2H4BrN in total at a distorted geometry, with ωB97M-V with the def2-TZVPD basis set.

Values from the calculation:
Frontier orbital gap (spin up / spin down): 0.295 / 0.312 Ha
E_HOMO (spin up / spin down): -8.675 / -8.205 eV
Electronic energy: -2707.1999 Eh
ΔE to the lowest compared entry with this formula, charge and spin: 4.332 eV
Net charge: 0
2S+1: 1
Maximum force: 2.121 eV/A

```
8
Properties=species:S:1:pos:R:3:nbo_charge:R:1
C -0.44085 0.84861 -0.91087 0.22
C 0.67264 -1.29488 1.25818 -0.54
N 0.08191 1.71912 -1.54302 -0.66
Br -2.14903 0.20113 -0.55130 0.05
H -0.30126 -1.61058 0.76915 0.18
H 0.83139 -1.22765 2.39449 0.18
H 1.62068 -1.16726 0.65761 0.18
H -0.31549 2.53150 -2.07424 0.39
```


No. 3
Computed, not measured: the molecule C4H5NO2 at a distorted geometry, with ωB97M-V with the def2-TZVPD basis set.

Values from the calculation:
Frontier orbital gap (spin up / spin down): 0.302 / 0.302 Ha
E_HOMO (spin up / spin down): -7.476 / -7.477 eV
Electronic energy: -360.4902 Eh
ΔE to the lowest compared entry with this formula, charge and spin: 4.878 eV
Net charge: 0
2S+1: 1
Maximum force: 1.057 eV/A

```
12
Properties=species:S:1:pos:R:3:nbo_charge:R:1
O 2.13379 -1.10941 0.08168 -0.52
C 1.37355 -1.21800 -0.81951 0.64
C 0.37001 1.16880 -0.05544 -0.38
C -0.93365 1.50787 0.61478 -0.24
N -0.51425 0.17171 0.36836 -0.31
C -0.83238 -1.00253 0.00143 0.41
O 0.03491 -1.68778 -0.75140 -0.50
H 1.62845 -1.23550 -1.86318 0.14
H 1.28074 1.28460 0.52723 0.20
H -1.78123 1.84111 0.02808 0.19
H -0.97607 1.75437 1.66288 0.19
H -1.78386 -1.47523 0.20507 0.20
```